Molecular formula: C13H30GaN6O2
Method: DFT, ωB97M-V/def2-TZVPD

Results
- HOMO energy: -19.05 eV
- E: -79353.29996 eV
- Energy above the lowest of the compared OMol25 structures with the same formula, charge and spin: 0.000 eV
- Charge: +3
- Orbital gap: 10.20 eV

Element x y z (Å)
Ga 0.11 -0.52 -0.07
C -1.64 -2.72 1.18
N -0.80 -1.53 1.53
C -1.55 -0.49 2.25
C 0.35 -1.95 2.42
C 1.51 -0.91 2.46
N 1.74 -0.38 1.05
C 2.75 -1.27 0.33
C 2.32 0.99 1.22
H -1.96 -3.15 2.12
H -1.15 -3.54 0.70
H -2.62 -2.47 0.72
H -2.08 -0.93 3.11
H -2.26 -0.06 1.54
H -0.90 0.33 2.55
H 0.66 -2.92 2.02
H -0.05 -2.06 3.45
H 2.45 -1.36 2.86
H 1.21 -0.09 3.07
H 3.59 -1.46 0.99
H 3.15 -0.71 -0.51
H 2.33 -2.19 -0.03
H 3.22 0.92 1.89
H 1.66 1.60 1.81
H 2.50 1.57 0.31
C 3.03 0.37 -3.85
O 1.73 -0.35 -3.82
C 1.06 -0.49 -2.75
O 1.26 0.12 -1.69
N 0.06 -1.42 -2.79
N -0.26 -1.90 -1.48
H 2.85 1.27 -4.29
H 3.63 -0.19 -4.54
H 3.44 0.36 -2.87
H 0.02 -2.18 -3.49
H 0.26 -2.71 -1.30
H -1.27 -2.16 -1.51
C -1.38 4.59 0.40
C -1.59 3.16 -0.01
C -2.77 2.51 -0.43
C -2.37 1.19 -0.57
N -1.04 1.02 -0.34
N -0.58 2.30 -0.06
C -3.14 0.08 -1.12
H -2.31 5.02 0.91
H -1.13 5.24 -0.44
H -0.55 4.61 1.16
H -3.78 2.95 -0.52
H 0.37 2.50 0.18
H -4.13 0.46 -1.44
H -3.35 -0.68 -0.34
H -2.61 -0.34 -1.97